{
  "formula": "C11H16N3O6",
  "method": "ωB97M-V with the def2-TZVPD basis set",
  "species": ["C", "C", "O", "C", "C", "C", "N", "O", "H", "H", "H", "H", "H", "H", "C", "C", "O", "C", "N", "N", "C", "O", "O", "C", "C", "O", "H", "H", "H", "H", "H", "H", "H", "H", "H", "H"],
  "coordinates": [[-2.140, -3.212, -1.883], [-2.318, -1.939, -2.668], [-2.373, -0.835, -1.753], [-2.876, 0.293, -2.353], [-2.734, 1.450, -1.542], [-3.493, 2.527, -1.916], [-4.142, 3.489, -2.109], [-3.382, 0.279, -3.472], [-1.935, -4.016, -2.589], [-1.317, -3.137, -1.165], [-3.071, -3.458, -1.362], [-1.470, -1.758, -3.345], [-3.235, -1.983, -3.268], [-2.227, 1.403, -0.598], [5.588, -0.850, -0.106], [4.875, 0.338, -0.696], [3.542, 0.427, -0.059], [2.793, 1.371, -0.616], [1.399, 1.529, -0.141], [0.927, 0.790, 0.741], [-0.281, 1.201, 1.447], [-1.224, 1.829, 0.987], [-0.220, 0.697, 2.685], [-1.527, 0.829, 3.359], [-1.419, 0.210, 4.723], [3.106, 2.141, -1.504], [6.587, -0.909, -0.543], [5.709, -0.761, 0.979], [5.073, -1.785, -0.348], [5.424, 1.274, -0.507], [4.739, 0.217, -1.781], [-1.824, 1.889, 3.411], [-2.271, 0.293, 2.751], [-2.394, 0.291, 5.197], [-1.183, -0.854, 4.671], [-0.710, 0.729, 5.372]],
  "homo_ev": -2.612,
  "max_force_ev_per_a": 2.995,
  "lumo_energy_ev": 1.191,
  "total_energy_ha": -1044.431671,
  "total_charge": -1
}